10
Properties=species:S:1:pos:R:3:forces:R:3 method="wB97M-V/def2-TZVPD" homo_ev=-9.9265 gap_ev=9.536 total_charge=0 spin_multiplicity=1
C -0.1707 0.7245 -2.1950 -0.17 -0.30 -0.05
C 0.3960 -0.3478 1.4559 0.21 1.12 0.89
C 0.5650 -1.5171 0.9333 0.07 -0.32 -0.03
N -0.8028 0.4537 -1.2237 -0.58 -0.36 0.44
O 0.4119 0.7972 -3.1940 0.65 0.36 -0.88
O -0.7975 1.8417 1.1908 -0.37 0.70 0.07
S 0.1906 1.1381 2.0357 0.13 -1.61 -0.63
H -0.0480 -2.3647 1.2092 -0.08 -0.03 0.12
H 1.3241 -1.6891 0.1823 0.07 0.06 -0.11
H -1.0687 0.9635 -0.3946 0.08 0.38 0.18

10
Properties=species:S:1:pos:R:3:forces:R:3 method="wB97M-V/def2-TZVPD" smiles=Oc1ocnc1S homo_ev=-8.9398 gap_ev=9.499 total_charge=0 spin_multiplicity=1
C -0.5270 -0.3285 -0.1085 -0.44 0.24 -0.02
C 1.4355 -1.0994 -0.1183 -0.49 -0.61 0.07
C 0.3396 0.7139 -0.1036 -0.43 0.24 -0.03
H -2.5491 -0.4197 1.0844 -0.05 -0.06 0.44
H 2.3280 -1.6920 -0.1005 0.16 -0.05 -0.04
H -0.7500 2.2367 -0.1197 -0.03 -0.06 0.01
N 0.2118 -1.5031 -0.1236 0.68 0.15 0.00
O 1.5957 0.2514 -0.1073 0.02 0.16 -0.02
O 0.1968 2.0385 -0.1076 0.16 -0.09 0.02
S -2.2813 -0.1978 -0.1953 0.41 0.07 -0.45

10
Properties=species:S:1:pos:R:3:forces:R:3 method="wB97M-V/def2-TZVPD" homo_ev="-8.2249 / -8.4951" gap_ev="7.052 / 8.261" total_charge=0 spin_multiplicity=1
C -0.1871 1.4246 -0.0981 -1.62 0.47 -0.02
C 1.9295 0.3872 -0.1594 -4.61 -4.68 -0.97
C -0.7054 -1.0908 0.0113 -0.78 1.23 -1.73
N -0.7685 0.2288 -0.2541 -0.16 -0.13 -0.91
O -3.1721 -0.3520 0.8031 0.08 -0.16 -1.75
O 1.1339 1.3618 0.1134 0.16 2.10 0.44
S -2.4060 -0.5795 -0.4385 1.39 0.42 3.23
H 1.3228 -0.5315 -0.5476 2.12 1.39 0.53
H 2.9239 0.4882 -0.2403 3.25 0.82 -0.12
H -0.0711 -1.3368 0.8100 0.17 -1.46 1.30

11
Properties=species:S:1:pos:R:3:forces:R:3 method="wB97M-V/def2-TZVPD" homo_ev=-9.2952 gap_ev=8.267 total_charge=0 spin_multiplicity=1
C 0.9209 0.6539 -0.1926 -1.34 -1.50 -0.02
C -0.0008 -0.2891 0.3798 1.27 1.31 0.00
C -0.8018 -0.9612 0.9506 -1.67 -3.42 0.27
N 1.9570 1.0713 0.3351 2.22 1.50 0.27
O -1.5043 0.5451 -2.6933 0.59 -0.81 0.18
O -2.9512 -0.1063 -0.9091 -0.08 -0.72 0.26
S 2.7499 0.8491 1.7245 -0.67 -1.52 0.98
S -1.8475 -0.4850 -1.7407 -0.99 1.48 -0.88
H 0.7607 0.9324 -1.1994 -0.51 0.56 -1.02
H 2.1163 -0.2992 2.2841 0.43 1.19 -0.44
H -1.3991 -1.9110 1.0610 0.74 1.94 0.39

10
Properties=species:S:1:pos:R:3:forces:R:3 method="wB97M-V/def2-TZVPD" homo_ev=-10.1696 gap_ev=9.521 total_charge=0 spin_multiplicity=1
C -0.8203 1.0114 -0.0287 1.03 0.57 0.77
C -1.1045 -0.3228 -0.4382 0.39 0.21 -3.91
C 0.0605 -0.1194 0.4660 0.22 -0.98 6.02
N 1.4538 -0.3850 0.0889 0.29 0.95 -0.22
O -0.9550 2.1857 0.0347 -0.34 -0.13 -0.18
O 1.6747 -0.2756 -1.1132 0.31 -0.52 0.67
O 2.2764 -0.5157 0.9839 -0.67 -0.16 -1.10
H -2.0236 -0.8498 -0.5845 -0.46 -0.73 1.17
H -0.6599 -0.3535 -1.5190 -0.29 0.09 1.59
H 0.0978 -0.3754 2.1101 -0.47 0.69 -4.82

10
Properties=species:S:1:pos:R:3:forces:R:3 method="wB97M-V/def2-TZVPD" homo_ev=-10.7361 gap_ev=10.147 total_charge=0 spin_multiplicity=1
N 0.2684 -1.2576 -0.1285 0.15 0.21 -0.03
C 0.3286 0.0016 -0.0148 -0.03 -0.34 -0.01
O -0.7391 0.6892 0.4313 0.07 -0.05 0.08
C -1.8920 -0.1069 0.4638 -0.44 -0.14 0.40
O -2.4918 -0.3044 1.4669 0.28 0.28 -0.53
C 1.5485 0.8401 -0.3247 0.06 0.45 -0.03
O 1.5710 2.0397 -0.3028 -0.06 -0.62 0.01
H 1.1377 -1.6662 -0.4609 0.05 0.10 -0.04
H -2.1634 -0.4584 -0.5399 0.01 0.00 0.12
H 2.4321 0.2228 -0.5905 -0.08 0.11 0.03

10
Properties=species:S:1:pos:R:3:forces:R:3 method="wB97M-V/def2-TZVPD" smiles="CC#CO[N+](=O)[O-]" homo_ev=-10.9474 gap_ev=10.103 total_charge=0 spin_multiplicity=1
C -0.7838 -0.2147 0.6729 0.77 -0.20 -1.79
C -0.3736 -0.1319 -0.4569 2.12 -0.51 -4.26
C -1.0350 -0.2435 2.1069 1.25 -0.40 -1.58
N 1.3727 0.3400 -2.3932 0.94 2.53 3.13
O 1.7455 0.1147 -3.4707 0.78 -0.79 -2.68
O 1.8296 1.1039 -1.5718 -0.13 -0.30 -0.13
O 0.2700 -0.3439 -2.0847 -4.29 -1.04 5.06
H -0.5288 0.6226 2.4082 0.32 1.55 1.07
H -2.0694 -0.1996 2.2875 -1.14 -0.30 0.79
H -0.4272 -1.0477 2.5019 -0.61 -0.53 0.40

10
Properties=species:S:1:pos:R:3:forces:R:3 method="wB97M-V/def2-TZVPD" smiles="ON=c1occo1" homo_ev=-8.5120 gap_ev=9.371 total_charge=0 spin_multiplicity=1
C -0.0639 0.5051 0.2467 0.66 0.61 0.69
C 0.1429 -1.4584 -0.6779 -0.08 -0.90 -0.84
C 0.6756 -1.5567 0.5278 -0.57 1.28 -0.02
H -1.1260 3.2443 -0.0300 1.11 -2.24 -2.10
H -0.0504 -2.1596 -1.4850 0.28 0.17 0.40
H 1.1308 -2.2523 1.1787 0.22 -0.97 -0.09
N -0.2418 1.7288 0.5896 -0.01 -1.39 -1.53
O -0.7269 2.4370 -0.5611 -1.37 2.54 2.56
O -0.3014 -0.1689 -0.9303 0.12 0.61 1.28
O 0.5611 -0.3192 1.1416 -0.35 0.29 -0.35

10
Properties=species:S:1:pos:R:3:forces:R:3 method="wB97M-V/def2-TZVPD" smiles="[H]/N=C(/C=O)OC=O" homo_ev=-11.0077 gap_ev=10.460 total_charge=0 spin_multiplicity=1
N 2.0417 -0.1417 -0.0956 -0.41 0.07 -0.08
C 0.7906 0.0023 -0.0142 0.30 0.04 0.06
O -0.0638 -0.2257 -1.0438 0.13 -0.08 0.04
C -1.4505 -0.3103 -0.8957 -0.41 -0.32 0.05
O -2.0031 -1.3535 -1.0149 0.23 0.44 0.04
C 0.2360 0.4856 1.2989 -0.48 0.15 0.20
O -0.9381 0.6993 1.4831 0.61 -0.17 -0.12
H 2.3058 -0.4598 -1.0283 0.07 -0.02 0.02
H -1.9305 0.6616 -0.7575 0.06 -0.05 -0.08
H 1.0119 0.6422 2.0680 -0.10 -0.05 -0.11

11
Properties=species:S:1:pos:R:3:forces:R:3 method="wB97M-V/def2-TZVPD" smiles="O=C1COC(=S)ON1" homo_ev=-9.0404 gap_ev=8.983 total_charge=0 spin_multiplicity=1
C -0.5615 1.0123 0.6549 0.91 0.47 -0.48
C -0.3641 -0.4780 0.9685 -2.31 -0.66 0.62
C 0.7937 -0.9659 -0.9684 -0.05 -2.59 -4.06
H -1.3813 -0.8231 0.5484 1.74 -0.65 0.18
H -0.3606 -0.8084 2.0221 0.33 0.50 -0.61
H 0.5721 2.1721 -0.8459 -1.58 -3.59 1.73
N 0.2646 1.1221 -0.4439 1.35 10.18 2.10
O -1.1897 1.9474 1.1281 1.10 -1.90 0.01
O 0.8372 -1.0989 0.2999 -1.99 1.26 2.94
O 0.3641 0.2921 -1.3933 0.78 -6.33 -3.84
S 1.0254 -2.3718 -1.9703 -0.27 3.30 1.42

11
Properties=species:S:1:pos:R:3:forces:R:3 method="wB97M-V/def2-TZVPD" smiles="O=C1CS(=O)(=O)C=N1" homo_ev=-10.5784 gap_ev=9.554 total_charge=0 spin_multiplicity=1
C -0.2782 1.4743 -0.0214 0.55 0.49 -0.50
C 1.4641 -0.0676 -0.0054 -1.48 0.20 -1.43
C 0.3200 -1.0953 0.0931 -0.25 3.13 5.71
N 0.9554 1.3161 -0.1948 1.04 -0.19 0.66
O 2.6100 -0.3283 -0.1447 0.26 0.12 0.43
O -1.7749 -0.0226 -1.2688 0.32 0.17 0.42
O -2.1205 -0.3126 1.1266 0.26 0.46 1.12
S -1.2208 -0.0053 0.0715 -0.18 -2.87 -2.60
H -0.7797 2.3970 -0.3354 -0.05 -0.19 0.57
H 0.4453 -1.8820 -0.5437 -0.23 -1.85 -1.99
H 0.3794 -1.4736 1.2228 -0.24 0.53 -2.39

11
Properties=species:S:1:pos:R:3:forces:R:3 method="wB97M-V/def2-TZVPD" homo_ev=-9.8055 gap_ev=9.093 total_charge=0 spin_multiplicity=1
C -1.8269 -0.5728 -0.0119 -0.11 -0.17 0.19
C -1.1317 0.7623 -0.0235 0.12 0.31 -0.07
C 2.2553 0.3204 0.0236 -0.05 -0.01 0.01
H -0.1555 -1.5090 -0.0089 0.06 0.11 0.03
H -1.8315 1.5963 -0.0454 0.24 -0.09 -0.07
H 2.3727 1.4028 0.0347 0.05 -0.06 -0.03
N 0.0967 1.0830 -0.0144 -0.28 0.14 0.17
O -1.1061 -1.6900 0.0108 -0.17 -0.17 -0.08
O -3.0256 -0.5792 -0.0041 0.11 -0.04 -0.05
O 0.9440 -0.0307 0.0618 0.09 -0.14 -0.15
S 3.4086 -0.7831 -0.0227 -0.04 0.09 0.03